(1)
ORCA calculation (ωB97M-V with the def2-TZVPD basis set) on a 2-piece molecular cluster, C7H10 overall.

relative energy (zero: lowest compared OMol25 entry of this formula, charge and spin) = 91.9 kcal per mole
LUMO = 1.15 eV
SMILES string = C=C1[C@H]2C[C@@H]12.C=C
energy = -7417.050 eV
highest occupied orbital energy = -8.536 eV

```
! wB97M-V def2-TZVPD RIJCOSX def2/J DEFGRID3
* xyz 0 1
C 0.174 -0.598 -2.213
C -0.526 -0.882 -1.126
C -0.989 -1.900 -0.201
C -1.062 -1.074 1.043
C -1.601 -0.497 -0.227
H 0.097 0.376 -2.688
H 0.840 -1.331 -2.658
H -1.463 -2.852 -0.402
H -0.149 -0.658 1.470
H -1.805 -1.387 1.777
H -2.618 -0.206 -0.455
C 1.280 1.681 0.347
C 1.757 1.992 1.547
H 1.876 1.148 -0.390
H 0.264 1.933 0.050
H 2.771 1.734 1.843
H 1.154 2.519 2.283
*
```

=====

(2)
ORCA calculation (ωB97M-V with the def2-TZVPD basis set) on C17H23ClO4 in the gas phase at a distorted geometry.

relative energy (zero: lowest compared OMol25 entry of this formula, charge and spin) = 4.6 kcal per mole
LUMO = 0.80 eV
SMILES string = CCOC(=O)[C@]1(CCCCCCOc2ccc(Cl)cc2)CO1
energy = -38713.889 eV
highest occupied orbital energy = -8.235 eV

```
! wB97M-V def2-TZVPD RIJCOSX def2/J DEFGRID3
* xyz 0 1
C 4.223 2.115 0.486
C 2.820 2.540 0.896
O 1.940 2.574 -0.230
C 1.345 1.441 -0.572
O 1.505 0.384 -0.011
C 0.414 1.616 -1.747
C -0.450 0.406 -2.040
C 0.314 -0.663 -2.831
C -0.264 -2.067 -2.638
C 0.016 -2.631 -1.234
C -1.215 -2.661 -0.331
C -0.844 -3.026 1.111
O -1.841 -2.643 2.039
C -1.984 -1.327 2.350
C -3.071 -1.018 3.171
C -3.316 0.280 3.564
C -2.473 1.294 3.133
Cl -2.778 2.928 3.615
C -1.390 1.006 2.323
C -1.141 -0.299 1.933
C 0.809 2.542 -2.826
O -0.158 2.889 -1.887
H 4.880 2.154 1.349
H 4.207 1.098 0.102
H 4.608 2.779 -0.284
H 2.416 1.846 1.641
H 2.815 3.557 1.290
H -0.771 -0.002 -1.083
H -1.336 0.729 -2.586
H 0.300 -0.407 -3.893
H 1.357 -0.670 -2.509
H 0.187 -2.721 -3.386
H -1.338 -2.049 -2.826
H 0.410 -3.646 -1.313
H 0.786 -2.020 -0.759
H -1.945 -3.378 -0.711
H -1.699 -1.683 -0.321
H -0.761 -4.110 1.226
H 0.120 -2.579 1.381
H -3.714 -1.822 3.492
H -4.158 0.509 4.199
H -0.739 1.799 1.988
H -0.280 -0.487 1.313
H 1.750 3.076 -2.755
H 0.448 2.348 -3.830
*
```

=====

(3)
ORCA calculation (ωB97M-V with the def2-TZVPD basis set) on an isolated ion of composition C6H13N and charge +1 at a distorted geometry.

relative energy (zero: lowest compared OMol25 entry of this formula, charge and spin) = 36.9 kcal per mole
LUMO (spin up / spin down) = -3.80 / -6.69 eV
expectation value of S² = 0.769
energy = -7913.611 eV
highest occupied orbital energy (spin up / spin down) = -13.952 / -14.990 eV

```
! wB97M-V def2-TZVPD RIJCOSX def2/J DEFGRID3
* xyz 1 2
C -3.381 0.587 0.792
C -2.027 0.318 1.175
C -1.129 -0.220 0.181
C 0.177 0.195 -0.096
N 0.974 -0.673 -0.807
C 2.330 -0.874 -0.273
C 3.222 0.063 -1.184
H -3.425 1.561 0.173
H -4.042 0.672 1.575
H -3.859 -0.119 0.049
H -1.597 1.240 1.746
H -2.114 -0.408 2.033
H -1.651 -0.869 -0.484
H 0.638 1.205 0.276
H 0.630 -1.268 -1.495
H 2.540 -1.951 -0.198
H 2.303 -0.421 0.741
H 3.277 -0.211 -2.250
H 2.885 1.095 -1.159
H 4.248 0.077 -0.793
*
```

=====

(4)
ORCA calculation (ωB97M-V with the def2-TZVPD basis set) on C17H28Cl2N5O4P2Tl as an isolated structure at a distorted geometry.

LUMO = -9.93 eV
energy = -82029.601 eV
highest occupied orbital energy = -13.059 eV

```
! wB97M-V def2-TZVPD RIJCOSX def2/J DEFGRID3
* xyz 2 1
Tl -0.803 -1.283 -1.497
C 3.825 -0.878 1.742
N 3.528 0.226 0.858
C 4.604 1.170 0.665
P 2.324 0.019 -0.283
O 1.345 -0.985 0.135
O 1.706 1.493 -0.500
P 0.268 1.930 0.154
O -0.829 1.017 -0.199
N 0.159 3.480 -0.494
C 0.194 3.558 -1.942
C -0.972 4.203 0.060
N 0.598 2.033 1.762
C 1.548 3.025 2.214
C -0.309 1.485 2.745
N 2.929 -0.265 -1.821
C 3.566 0.745 -2.629
C 3.388 -1.611 -2.078
H 4.041 -0.498 2.743
H 4.699 -1.446 1.410
H 2.961 -1.537 1.785
H 4.867 1.615 1.627
H 4.293 1.960 -0.015
H 5.506 0.689 0.273
H 1.077 3.047 -2.316
H 0.243 4.610 -2.224
H -0.698 3.118 -2.401
H -0.959 4.126 1.145
H -1.926 3.815 -0.310
H -0.891 5.251 -0.222
H 2.123 3.381 1.362
H 2.223 2.585 2.949
H 1.042 3.877 2.677
H -0.971 0.780 2.246
H -0.899 2.271 3.225
H 0.256 0.959 3.516
H 3.223 1.730 -2.329
H 3.300 0.577 -3.675
H 4.656 0.698 -2.550
H 2.902 -2.291 -1.381
H 4.476 -1.692 -1.978
H 3.126 -1.895 -3.099
Cl -1.972 -6.536 0.111
C -3.141 -5.329 -0.009
C -4.491 -5.624 0.013
C -5.458 -4.623 -0.049
Cl -7.094 -5.048 -0.100
C -5.071 -3.240 -0.075
C -5.986 -2.175 -0.030
C -5.517 -0.878 -0.042
C -4.141 -0.665 -0.139
N -3.270 -1.653 -0.228
C -3.699 -2.912 -0.171
C -2.656 -3.957 -0.206
O -1.471 -3.706 -0.393
H -4.806 -6.657 0.073
H -7.044 -2.375 0.024
H -6.199 -0.045 0.006
H -3.720 0.330 -0.132
*
```